Entry 1:
C42H98NO29P7Si2 as an isolated structure, computed with ωB97M-V/def2-TZVPD.

Total energy = -186780.3052 eV
HOMO-LUMO gap = 5.2 eV
Net charge = 0
Max |F| = 9.448 eV Å⁻¹
Molecular weight = 1354.2 g mol⁻¹

Geometry as XYZ:
```
179
C42H98NO29P7Si2 (ωB97M-V/def2-TZVPD)
C 4.07104 -3.67002 1.82365
C 3.15682 -3.71030 0.52311
C 1.80158 -4.52841 0.73823
C 0.60203 -3.77682 0.00895
N -0.16991 -4.64540 -0.92633
Si -1.85162 -4.84140 -0.46726
C -2.58130 -6.32651 -1.45993
C -3.80851 -6.97514 -0.77709
O -3.76570 -7.92835 -0.03170
O -5.06720 -6.45190 -1.05117
C -1.91041 -5.40335 1.38122
C -2.86018 -4.40407 2.14800
C -4.31351 -4.38660 1.94135
C -5.20467 -3.44507 2.60461
C -4.60588 -2.47538 3.51687
C -3.16167 -2.47711 3.76526
C -2.54719 -1.41356 4.75230
C -2.29287 -3.43855 3.08517
O -2.79182 -3.43810 -0.54950
Si -2.54124 -2.43941 -1.91818
C -2.50879 -3.31400 -3.60704
C -3.95791 -3.43305 -4.27350
C -4.93731 -4.38281 -3.49180
C -4.07474 -1.26325 -1.96183
C -4.05068 -0.27865 -0.71929
C -5.44457 0.48680 -0.65625
C -6.16854 0.30568 0.71273
O -5.86440 0.98386 1.65940
O -7.19163 -0.64303 0.75083
P -0.77140 -1.07950 -1.71314
C -1.16143 0.30459 -2.95931
C -0.71055 -0.31917 0.01018
C -0.61980 1.26210 0.01724
H 5.13468 -3.80555 1.49588
H 3.95750 -2.64478 2.27654
H 3.77576 -4.43654 2.58819
H 2.97793 -2.65117 0.21264
H 3.75865 -4.17794 -0.30848
H 2.00458 -5.55641 0.30534
H 1.59337 -4.57820 1.83642
H 1.07162 -2.96777 -0.60649
H -0.10325 -3.31691 0.75111
H 0.28120 -5.56442 -0.99292
H -1.78808 -7.11738 -1.54574
H -2.88463 -6.04915 -2.49982
H -5.69028 -7.17831 -0.84733
H -2.37455 -6.41436 1.50925
H -0.87935 -5.41490 1.82974
H -4.72690 -5.13472 1.22136
H -6.29850 -3.46762 2.37503
H -5.27951 -1.73270 4.00474
H -3.09169 -1.51908 5.72381
H -1.46770 -1.67852 4.91416
H -2.66967 -0.39846 4.30202
H -1.19342 -3.42866 3.25146
H -1.93963 -2.62326 -4.30356
H -1.96300 -4.28953 -3.63830
H -3.83279 -3.88722 -5.30054
H -4.41308 -2.42293 -4.44840
H -5.95727 -4.24623 -3.95983
H -4.64849 -5.44834 -3.67395
H -5.06370 -4.14592 -2.40876
H -4.15785 -0.71504 -2.93623
H -4.96027 -1.94732 -1.79369
H -3.89766 -0.80470 0.25487
H -3.24084 0.46732 -0.90276
H -6.12629 0.12004 -1.47337
H -5.29463 1.58765 -0.83290
H -7.10297 -1.05544 1.63530
H -1.03003 -0.12561 -3.98677
H -0.53448 1.21600 -2.78567
H -2.23405 0.64470 -2.90382
H 0.21441 -0.69686 0.53456
H -1.57382 -0.61623 0.66214
H 0.34642 1.62233 -0.43558
H -0.63080 1.62675 1.08138
H -1.43975 1.76154 -0.55456
C 5.78070 -10.92578 -1.44847
O 6.09611 -9.82488 -0.58778
P 4.80985 -8.72729 -0.33122
O 5.43858 -7.62380 -1.15523
O 5.19633 -8.59737 1.23829
C 6.52046 -8.22463 1.59700
O 3.37580 -7.88774 -0.01930
C 2.57824 -7.61253 -1.17448
H 6.66858 -11.54658 -1.55843
H 4.97987 -11.52779 -1.01288
H 5.47548 -10.56066 -2.43314
H 7.00147 -7.62670 0.82236
H 7.10880 -9.12356 1.78733
H 6.46932 -7.63981 2.51533
H 2.56479 -8.46892 -1.84953
H 2.96708 -6.73323 -1.69032
H 1.55909 -7.40672 -0.84922
C 0.05384 3.88455 4.76394
O 1.46342 4.01244 4.54482
P 1.90317 5.20663 3.39442
O 2.32008 4.14431 2.39263
O 3.15868 5.66568 4.31760
C 4.07834 4.68297 4.77366
O 2.26446 6.47621 2.33146
C 1.44921 6.53084 1.15372
H -0.11753 3.09234 5.49153
H -0.35194 4.82010 5.15595
H -0.44995 3.62672 3.82805
H 4.12491 3.82382 4.10366
H 3.78959 4.35533 5.77353
H 5.06491 5.14362 4.82852
H 0.40825 6.31096 1.39233
H 1.82384 5.82240 0.41409
H 1.51110 7.53693 0.74155
C 4.39822 9.29727 -2.24076
O 4.58049 8.19091 -1.35495
P 6.20593 7.70245 -1.12543
O 6.04618 6.41908 -1.91216
O 5.94918 7.47414 0.45641
C 4.89025 6.61074 0.86113
O 7.86841 7.52924 -0.86400
C 8.68073 7.56627 -2.03992
H 3.33114 9.50274 -2.32215
H 4.90115 10.18381 -1.84685
H 4.79443 9.05534 -3.23152
H 4.66950 5.85187 0.10971
H 4.00062 7.20532 1.05633
H 5.18766 6.11598 1.78505
H 8.32774 8.33210 -2.73164
H 8.67150 6.58880 -2.52371
H 9.70104 7.80341 -1.74219
C -3.22642 10.05582 -3.90080
O -3.16699 8.90782 -3.04736
P -1.62265 8.18081 -2.93489
O -2.01661 6.95621 -3.73140
O -1.80333 7.94331 -1.33981
C -2.93956 7.22859 -0.87107
O 0.00960 7.76501 -2.78818
C 0.74593 7.71811 -4.01444
H -4.25064 10.42546 -3.91567
H -2.57167 10.84338 -3.52021
H -2.92867 9.78648 -4.91807
H -3.31888 6.52885 -1.61623
H -3.72325 7.93676 -0.59779
H -2.64541 6.67275 0.01934
H 0.46265 8.54748 -4.66377
H 0.56739 6.76683 -4.51662
H 1.80637 7.79886 -3.77948
C -5.34471 4.51482 9.58363
O -5.55686 4.79731 8.19669
P -4.42629 5.88739 7.50554
O -5.47315 6.98130 7.40254
O -4.37355 4.99671 6.14860
C -5.58974 4.65610 5.49358
O -3.19942 6.86085 6.85169
C -2.82581 7.99056 7.64448
H -6.12372 3.83358 9.92299
H -4.37161 4.03908 9.72754
H -5.39602 5.43698 10.16946
H -6.37609 5.38659 5.68554
H -5.91416 3.66926 5.82615
H -5.39631 4.61673 4.42179
H -2.78977 7.72753 8.70226
H -3.53469 8.80334 7.48258
H -1.83597 8.31690 7.32850
C 2.25992 -3.49186 -5.59667
O 2.90682 -4.66211 -5.08408
P 3.66555 -5.64114 -6.26618
O 2.64602 -6.75604 -6.15642
O 4.93968 -5.89518 -5.29856
C 4.71560 -6.42155 -3.99569
O 4.52595 -6.33194 -7.54838
C 3.80105 -6.46010 -8.77394
H 1.79781 -2.95805 -4.76658
H 2.99077 -2.83613 -6.07599
H 1.48588 -3.77260 -6.31705
H 3.80460 -7.01933 -3.94822
H 4.65379 -5.59801 -3.28294
H 5.56360 -7.04904 -3.72754
H 3.19049 -5.57537 -8.95819
H 3.17222 -7.35058 -8.73755
H 4.51938 -6.56788 -9.58532
```

Entry 2:
A 9-piece molecular cluster, C43H103N5O20 overall, computed with ωB97M-V/def2-TZVPD.

Total energy = -94647.8951 eV
SMILES = CCOC(=O)OC.CCOC(=O)OC.CCOC(=O)OC.COCCNCCOC.COCCNCCOC.COCCNCCOC.COCCNCCOC.COCCNCCOC.CO
HOMO-LUMO gap = 8.6 eV
Net charge = 0
Max |F| = 4.254 eV Å⁻¹
Molecular weight = 1010.3 g mol⁻¹

Geometry as XYZ:
```
171
C43H103N5O20 (ωB97M-V/def2-TZVPD)
C -12.40188 -7.78029 27.16514
C -11.26640 -6.96822 27.74820
O -11.47692 -6.88645 29.17405
C -10.46496 -6.81451 30.10072
O -10.73042 -6.78773 31.30689
O -9.25436 -6.58985 29.51642
C -8.17484 -6.02738 30.26983
H -13.10194 -7.32814 26.46259
H -12.87261 -8.41831 27.91309
H -11.90994 -8.40822 26.42230
H -11.46961 -5.99196 27.30807
H -10.38308 -7.53689 27.45757
H -7.36934 -5.78893 29.57528
H -7.85736 -6.85283 30.90696
H -8.57006 -5.15408 30.78873
C -28.49698 -7.46992 23.82246
C -28.62344 -8.74567 24.67824
O -27.39975 -9.46589 24.67047
C -27.00078 -10.17102 23.56011
O -27.33014 -9.91498 22.37460
O -26.19941 -11.15863 24.01266
C -25.26742 -11.86745 23.11243
H -27.47330 -7.12026 23.95633
H -29.24851 -6.74240 24.12909
H -28.76937 -7.67568 22.78730
H -29.38917 -9.31721 24.15375
H -28.97324 -8.67563 25.70821
H -25.63010 -11.95880 22.08860
H -25.09722 -12.90521 23.39911
H -24.26234 -11.44596 23.12875
C -25.38582 -1.85817 23.42226
C -24.04794 -2.33189 22.81201
O -23.85869 -3.64195 23.09276
C -22.74196 -4.11878 23.56796
O -21.62610 -3.56917 23.48391
O -23.03627 -5.29129 24.29254
C -22.00896 -5.93839 24.97642
H -25.45609 -0.77231 23.35838
H -25.46401 -2.13144 24.47455
H -26.18973 -2.32463 22.85286
H -23.27136 -1.69013 23.22815
H -24.05250 -2.07603 21.75249
H -21.13898 -6.09182 24.33792
H -22.54769 -6.87613 25.11241
H -21.82218 -5.56515 25.98335
C -16.28437 -19.86042 22.95688
O -15.36216 -19.27462 22.11144
C -15.85807 -18.32685 21.23262
C -14.91452 -18.25292 20.07065
N -15.32550 -17.10013 19.24475
C -14.46437 -17.08259 18.05554
C -14.96768 -16.43684 16.80102
O -15.48304 -15.11709 16.87650
C -15.73234 -14.50293 15.59563
H -17.09563 -20.33318 22.40330
H -16.64543 -19.04698 23.58621
H -15.80763 -20.46794 23.72612
H -15.95355 -17.36586 21.73807
H -16.83248 -18.64986 20.86616
H -14.82713 -19.22207 19.57952
H -13.93895 -18.01377 20.49393
H -16.30086 -16.90011 19.07514
H -14.32880 -18.13491 17.80586
H -13.50134 -16.60597 18.23861
H -15.89981 -16.99633 16.72234
H -14.35608 -16.67670 15.93123
H -16.42922 -13.66481 15.59122
H -16.28923 -15.17004 14.93765
H -14.77942 -14.29328 15.10974
C -18.10939 -12.34994 31.97023
O -17.00450 -11.65879 32.49053
C -17.18394 -10.19911 32.53170
C -15.91711 -9.57042 33.13999
N -15.77400 -9.88512 34.54403
C -14.69146 -9.20636 35.22079
C -14.86175 -9.21185 36.78039
O -14.85120 -10.56298 37.19524
C -14.55511 -10.78396 38.55392
H -18.80823 -11.66070 31.49622
H -18.63023 -12.88306 32.76560
H -17.91664 -13.10973 31.21282
H -18.10582 -9.80975 32.96371
H -17.31571 -9.75165 31.54655
H -16.07230 -8.49536 33.04914
H -15.04165 -9.68469 32.50075
H -15.56283 -10.86253 34.68607
H -14.72639 -8.16012 34.91703
H -13.74827 -9.68756 34.96205
H -15.67556 -8.56905 37.11598
H -14.01787 -8.67500 37.21371
H -14.59342 -11.84711 38.79129
H -15.38772 -10.41378 39.15211
H -13.61184 -10.32083 38.84349
C -22.98427 -18.01450 21.93857
O -23.05193 -17.10065 20.88444
C -22.61306 -17.62193 19.59291
C -22.19674 -16.45812 18.68743
N -21.10203 -15.70214 19.27479
C -20.68285 -14.51963 18.54666
C -21.70545 -13.39936 18.44910
O -21.79775 -12.60594 19.62531
C -22.62734 -11.49359 19.55873
H -22.00858 -18.26779 22.35328
H -23.32820 -18.96444 21.52939
H -23.58775 -17.71682 22.79606
H -23.38977 -18.28727 19.21589
H -21.77993 -18.28341 19.83048
H -23.02921 -15.76801 18.55016
H -21.97655 -16.86802 17.70174
H -21.30044 -15.49324 20.24283
H -20.48616 -14.78571 17.50810
H -19.68225 -14.21163 18.85003
H -22.69051 -13.67465 18.07231
H -21.33981 -12.67686 17.71944
H -22.86074 -11.16806 20.57246
H -23.58981 -11.63329 19.06656
H -22.08780 -10.73532 18.99125
C -10.96159 -11.65931 11.44855
O -10.39250 -10.36180 11.20750
C -10.76720 -9.28373 11.97825
C -10.31879 -9.23450 13.41540
N -11.22794 -9.96082 14.32274
C -10.66688 -9.73903 15.70545
C -11.50842 -10.59452 16.68500
O -10.81966 -10.59284 17.92604
C -11.54225 -11.20497 18.92791
H -12.03088 -11.68942 11.23925
H -10.78536 -12.04683 12.45198
H -10.43817 -12.44854 10.90888
H -11.83991 -9.21520 11.79741
H -10.45181 -8.44156 11.36232
H -10.29545 -8.22604 13.82840
H -9.29489 -9.55487 13.60800
H -12.20192 -9.78709 14.11955
H -10.77778 -8.72210 16.08184
H -9.65059 -10.12575 15.78088
H -11.47213 -11.60339 16.27394
H -12.49205 -10.17411 16.89433
H -12.00105 -12.10130 18.51056
H -12.36650 -10.55997 19.23236
H -10.89322 -11.54172 19.73628
C -9.78895 -2.76696 14.13030
O -10.94720 -3.05725 14.95558
C -11.53553 -1.88976 15.57872
C -13.09462 -2.06966 15.71648
N -13.38183 -2.64319 17.02293
C -12.67818 -3.89902 17.38157
C -13.36473 -4.57235 18.55011
O -14.70701 -5.00952 18.21057
C -15.36389 -6.06058 18.82717
H -9.07472 -2.36522 14.84903
H -9.84560 -2.06871 13.29523
H -9.40976 -3.72152 13.76544
H -11.31954 -0.97025 15.03471
H -11.15934 -1.81943 16.59933
H -13.46399 -2.75522 14.95381
H -13.59142 -1.11471 15.54513
H -14.34000 -2.69747 17.33770
H -11.64655 -3.66516 17.64455
H -12.65350 -4.52662 16.49072
H -13.47183 -3.98319 19.46088
H -12.85680 -5.50161 18.80815
H -15.25680 -5.88651 19.89784
H -14.94905 -7.03720 18.57774
H -16.44153 -6.12812 18.67806
C -17.09676 -12.60765 23.68984
O -17.87249 -11.56087 23.10967
H -16.93242 -13.45633 23.02588
H -16.14455 -12.29382 24.11753
H -17.71452 -12.99841 24.49840
H -18.17418 -11.75212 22.21861
```